(1)
Here is a molecular structure, C16H20I2N4O8P2Pb from OMol25. Energies are from wB97M-V/def2-TZVPD.

The LUMO energy is -0.45 eV. For the HOMO energy, the calculation gives -7.74 eV. The molar mass is 919.312 g mol⁻¹. As for the energy above the lowest of the compared OMol25 structures with the same formula, charge and spin: 52.26 kJ/mol. The spin multiplicity is 1. As for the frontier orbital gap: 0.2678 Ha.

```
53
C16H20I2N4O8P2Pb wB97M-V/def2-TZVPD
Pb 0.9454 -0.8636 0.4393
O -3.6611 -1.0280 -0.6949
C -4.1334 -0.0524 0.0991
C -5.4484 0.3623 -0.1264
C -5.9978 1.3777 0.6267
C -5.2520 2.0112 1.6209
C -3.9547 1.6014 1.8470
C -3.3738 0.5660 1.1065
C -1.9784 0.1388 1.3819
O -1.5190 -0.8787 0.7614
N -1.3150 0.8428 2.2993
N -0.0155 0.4707 2.3395
C 0.6780 0.7918 3.3604
C 2.1075 0.4353 3.4168
C 2.8751 0.7276 4.5371
C 4.2062 0.3480 4.5562
C 4.7430 -0.3062 3.4587
C 3.9134 -0.5508 2.3764
N 2.6329 -0.1932 2.3595
H -2.7097 -1.1374 -0.4790
H -6.0091 -0.1314 -0.9089
H -7.0191 1.6856 0.4374
H -5.6842 2.8093 2.2088
H -3.3523 2.0678 2.6140
H 0.2203 1.3180 4.1951
H 2.4272 1.2439 5.3758
H 4.8209 0.5617 5.4212
H 5.7776 -0.6171 3.4344
H 4.2803 -1.0406 1.4810
I 0.2653 -3.5857 2.4295
C -0.6497 -4.1843 0.5979
I 0.5798 -3.9530 -1.1134
H -1.5258 -3.5564 0.4810
H -0.9011 -5.2299 0.7071
N 0.6712 -0.5937 -4.4558
C 1.2540 0.3726 -3.4231
C 1.6891 1.6704 -4.0956
P 2.7076 -0.6015 -2.6853
O 3.9917 0.0088 -3.4499
O 2.4732 -1.9882 -3.1902
O 2.8437 -0.2768 -1.2330
P -0.1681 0.6065 -2.2274
O -0.9496 1.8316 -2.9226
O -0.9102 -0.6851 -2.3512
O 0.2939 1.0617 -0.8716
H 1.3144 -1.4154 -4.4638
H 0.5437 -0.1672 -5.3689
H -0.2283 -0.9197 -4.0431
H 2.4984 1.5028 -4.8056
H 2.0513 2.3590 -3.3316
H 0.8470 2.1543 -4.5903
H 4.4626 0.6246 -2.8771
H -1.3585 2.4038 -2.2615
```

***

(2)
Here is a single C16H20N2O4S molecule from OMol25. Energies are from wB97M-V/def2-TZVPD.

As for the structure (SMILES): CS(=O)(=O)N(CCc1ccccc1)CC(=O)NCc1ccco1. The LUMO energy is 0.51 eV. For the HOMO energy, the calculation gives -8.60 eV. The molar mass is 336.413 g mol⁻¹. As for the energy above the lowest of the compared OMol25 structures with the same formula, charge and spin: 172.16 kJ/mol. The spin multiplicity is 1. As for the frontier orbital gap: 0.3346 Ha.

```
43
C16H20N2O4S wB97M-V/def2-TZVPD
C -0.7820 1.4954 -3.3650
S -0.6911 0.1666 -2.1418
O 0.1646 -0.8601 -2.6531
O -2.0409 -0.1889 -1.7845
N 0.0302 0.9069 -0.8547
C 1.4172 0.6315 -0.5592
C 2.2937 1.8844 -0.7065
C 3.7290 1.5323 -0.4378
C 4.2244 1.5465 0.8598
C 5.5365 1.1900 1.1158
C 6.3688 0.8116 0.0761
C 5.8817 0.7889 -1.2195
C 4.5689 1.1449 -1.4734
C -0.8058 1.4195 0.2046
C -0.9572 0.4144 1.3595
O -0.5302 0.6340 2.4744
N -1.5684 -0.7184 0.9833
C -1.8485 -1.8008 1.9082
C -3.3044 -2.1243 1.9230
C -4.0078 -3.1430 1.3491
C -5.3691 -2.9109 1.6628
C -5.3897 -1.7664 2.3965
O -4.1484 -1.2838 2.5585
H -1.3045 2.3290 -2.9162
H -1.3235 1.1225 -4.2249
H 0.2293 1.7638 -3.6375
H 1.7422 -0.1347 -1.2646
H 1.5140 0.2342 0.4565
H 2.1827 2.2815 -1.7172
H 1.9567 2.6418 0.0031
H 3.5771 1.8404 1.6735
H 5.9105 1.2077 2.1288
H 7.3936 0.5351 0.2748
H 6.5259 0.4928 -2.0345
H 4.1919 1.1238 -2.4861
H -1.7876 1.6282 -0.2219
H -0.3737 2.3425 0.6016
H -1.9191 -0.7961 0.0343
H -1.5183 -1.4579 2.8937
H -1.2848 -2.6935 1.6190
H -3.6073 -3.9565 0.7800
H -6.2080 -3.5123 1.3793
H -6.1927 -1.2165 2.8457
```

***

(3)
Here is a single C16H20N2O6S molecule from OMol25. Energies are from wB97M-V/def2-TZVPD.

As for the structure (SMILES): CCOC(=O)[C@@H]1CCCN(S(=O)(=O)c2ccc3c(c2)NC(=O)CO3)C1. The LUMO energy is 0.49 eV. For the HOMO energy, the calculation gives -8.85 eV. The molar mass is 368.411 g mol⁻¹. As for the energy above the lowest of the compared OMol25 structures with the same formula, charge and spin: 0.52 kJ/mol. The spin multiplicity is 1. As for the frontier orbital gap: 0.3434 Ha.

```
45
C16H20N2O6S wB97M-V/def2-TZVPD
C -7.3724 -0.5512 1.6991
C -6.5593 -1.1028 0.5371
O -5.1952 -0.6795 0.6066
C -4.3833 -1.3797 1.4073
O -4.7318 -2.3372 2.0440
C -2.9840 -0.7990 1.4138
C -2.9891 0.5708 2.1067
C -1.5783 1.1524 2.0977
C -1.0601 1.2395 0.6622
N -1.1328 -0.0308 -0.0274
S 0.1491 -1.0618 0.3091
O 0.5550 -1.0096 1.6876
O -0.1685 -2.3368 -0.2573
C 1.4277 -0.2839 -0.6733
C 1.2599 -0.1911 -2.0414
C 2.2449 0.4035 -2.8102
C 3.3967 0.8966 -2.2070
C 3.5678 0.7715 -0.8206
C 2.5707 0.1852 -0.0557
N 4.7655 1.2038 -0.2547
C 5.7123 1.8941 -0.9402
O 6.7738 2.2072 -0.4590
C 5.2867 2.3035 -2.3461
O 4.3606 1.4478 -2.9882
C -2.4436 -0.6379 -0.0145
H -6.9960 -0.9524 2.6367
H -7.3059 0.5339 1.7254
H -8.4130 -0.8408 1.5851
H -6.5899 -2.1969 0.5403
H -6.9255 -0.7214 -0.4182
H -2.3339 -1.4856 1.9644
H -3.3449 0.4651 3.1331
H -3.6717 1.2362 1.5717
H -0.9113 0.5050 2.6678
H -1.5750 2.1461 2.5482
H -0.0136 1.5509 0.6469
H -1.6499 1.9619 0.0872
H 0.3630 -0.5879 -2.4862
H 2.1499 0.4885 -3.8804
H 2.6755 0.0692 1.0118
H 4.9593 0.9598 0.7081
H 6.1686 2.3454 -2.9889
H 4.8647 3.3192 -2.2717
H -2.3409 -1.6106 -0.4970
H -3.1206 -0.0083 -0.5999
```

***

(4)
Here is a gas-phase ion, C16H20N3O6 (charge -1) from OMol25. Energies are from wB97M-V/def2-TZVPD.

As for the structure (SMILES): CNC(=O)[C@@H](CC(=O)[O-])NC(=O)[C@@H](Cc1ccc(O)cc1)NC(C)=O. The LUMO energy is 2.85 eV. For the HOMO energy, the calculation gives -5.62 eV. The molar mass is 350.351 g mol⁻¹. As for the energy above the lowest of the compared OMol25 structures with the same formula, charge and spin: 0.00 kJ/mol. The spin multiplicity is 1. As for the frontier orbital gap: 0.3110 Ha. The total charge is -1.

```
45
C16H20N3O6 wB97M-V/def2-TZVPD
C 0.6203 -3.4445 1.7450
N 1.1224 -2.4044 0.8822
C 2.1483 -1.6411 1.2417
O 2.8743 -1.8692 2.2254
C 2.3837 -0.3631 0.4222
C 3.1742 -0.7430 -0.8783
C 2.2974 -1.0581 -2.0940
O 1.9145 -2.2490 -2.2856
O 1.8544 -0.0858 -2.7142
N 1.1549 0.3587 0.0436
C 0.3951 1.0437 0.8822
O 0.5538 0.9270 2.0927
C -0.6895 1.9486 0.3122
C -2.0257 1.1983 0.1306
C -1.8883 -0.0754 -0.6815
C -1.3485 -0.0218 -1.9692
C -0.9707 -1.1490 -2.6570
C -1.1176 -2.4220 -2.0378
O -0.6037 -3.5233 -2.6056
C -1.8276 -2.5089 -0.8132
C -2.2100 -1.3394 -0.1210
N -0.8819 3.0842 1.1923
C -1.3941 4.2786 0.9286
C -1.4501 5.3026 2.0372
O -1.7875 4.5878 -0.1673
H 1.2098 -4.3435 1.5913
H -0.3955 -3.7203 1.4636
H 0.6455 -3.1135 2.7816
H 0.6213 -2.1663 0.0134
H 3.0273 0.2479 0.9783
H 3.8811 0.0807 -1.0911
H 3.8341 -1.5857 -0.6526
H 0.9594 0.3865 -0.9284
H -0.3558 2.3285 -0.6464
H -2.7349 1.8552 -0.3458
H -2.3430 0.9488 1.1325
H -1.0737 0.9598 -2.3867
H -0.4623 -1.0304 -3.5957
H 0.3345 -3.2869 -2.7899
H -1.9914 -3.5331 -0.4534
H -2.6677 -1.3955 0.8724
H -0.4327 2.9315 2.1121
H -0.4375 5.4669 2.4127
H -1.8208 6.2062 1.5943
H -2.0955 4.9318 2.8265
```

***

(5)
Here is a single C16H20N4O2S molecule from OMol25. Energies are from wB97M-V/def2-TZVPD.

As for the structure (SMILES): CCCCCSc1nnc(-c2ccccc2NC(C)=O)c(=O)[nH]1. The LUMO energy is -0.46 eV. For the HOMO energy, the calculation gives -8.24 eV. The molar mass is 332.429 g mol⁻¹. As for the energy above the lowest of the compared OMol25 structures with the same formula, charge and spin: 171.40 kJ/mol. The spin multiplicity is 1. As for the frontier orbital gap: 0.2860 Ha.

```
43
C16H20N4O2S wB97M-V/def2-TZVPD
C -4.5076 -1.9456 -1.5146
C -5.5805 -1.2038 -0.7259
C -5.0797 0.1074 -0.1205
C -4.0680 -0.1055 1.0026
C -3.5863 1.2005 1.6088
S -2.6919 2.2449 0.4092
C -1.1733 1.4058 0.3217
N -0.9579 0.3355 1.0220
N 0.2004 -0.2879 0.9167
C 1.1771 0.1275 0.1532
C 2.3427 -0.7640 0.1257
C 2.0484 -2.1221 0.3100
C 3.0329 -3.0815 0.3722
C 4.3620 -2.6991 0.2642
C 4.6833 -1.3711 0.0860
C 3.6967 -0.3863 0.0076
N 4.0607 0.9432 -0.1729
C 5.2530 1.5400 0.1214
C 5.2700 2.9925 -0.3080
O 6.1816 1.0014 0.6796
C 1.0246 1.3479 -0.6510
O 1.8330 1.8705 -1.4016
N -0.2262 1.9223 -0.5097
H -3.6945 -2.2664 -0.8687
H -4.9314 -2.8291 -1.9861
H -4.0983 -1.3062 -2.2941
H -6.4160 -0.9801 -1.3930
H -5.9578 -1.8483 0.0710
H -5.9333 0.6643 0.2751
H -4.6269 0.7145 -0.9082
H -4.5281 -0.6909 1.8022
H -3.2017 -0.6592 0.6413
H -2.8955 1.0230 2.4308
H -4.4184 1.8216 1.9403
H 1.0105 -2.4016 0.4016
H 2.7693 -4.1195 0.5048
H 5.1484 -3.4371 0.3124
H 5.7145 -1.0691 0.0117
H 3.3669 1.5180 -0.6488
H 4.5256 3.5526 0.2541
H 5.0364 3.0736 -1.3670
H 6.2527 3.4133 -0.1166
H -0.4176 2.7539 -1.0596
```